This record from the Open Molecules 2025 dataset describes C16H22N4O2S as an isolated structure. The level of theory is ωB97M-V/def2-TZVPD.

Element x y z (Å)
S (3.75845, -0.41149, -2.50717)
O (4.50737, 1.12413, -0.41254)
O (-0.84530, 1.12342, 0.62251)
N (3.19714, -1.55635, -3.54712)
N (0.90474, -2.49254, -1.04306)
N (5.44160, 0.60647, 1.59068)
N (1.32158, 0.96971, 0.00598)
C (2.84282, -3.95897, -3.75663)
C (0.02678, 0.47823, -2.64865)
C (-0.23033, -0.35499, -3.89602)
C (3.95077, -2.78348, -1.74691)
C (0.00731, 0.68641, -0.12618)
C (4.23572, -1.53197, -1.29684)
C (0.35403, -1.49438, -1.18620)
C (3.34553, -2.75194, -3.03392)
C (-0.37135, -0.22020, -1.32612)
C (2.14236, 0.88659, 2.29300)
C (1.80660, 1.76905, 1.12159)
C (-1.87363, -0.51358, -1.27249)
C (3.32743, 0.74055, 2.87713)
C (4.79980, -1.20165, 0.05075)
C (4.60051, 1.43860, 2.47881)
C (4.85672, 0.27304, 0.37792)
H (2.00904, -4.39507, -3.20282)
H (-2.14701, -0.93464, -0.30802)
H (-2.42562, 0.41535, -1.40416)
H (1.30736, 0.29500, 2.65677)
H (3.41035, 0.02917, 3.69430)
H (-1.29057, -0.56605, -4.03502)
H (4.11371, -3.68803, -1.17803)
H (-2.14836, -1.21572, -2.05704)
H (2.66338, 2.34245, 0.77824)
H (0.31509, -1.29902, -3.85161)
H (5.19727, 1.68355, 3.35622)
H (-0.53647, 1.41452, -2.68490)
H (0.12106, 0.18040, -4.77763)
H (2.00040, 0.55328, -0.61583)
H (1.08325, 0.74363, -2.60938)
H (1.00644, 2.45636, 1.39515)
H (5.80982, -1.61065, 0.15759)
H (2.50100, -3.68374, -4.75171)
H (4.18953, -1.68124, 0.82337)
H (4.40376, 2.37182, 1.95658)
H (3.62196, -4.71736, -3.84544)
H (5.74885, -0.22396, 2.08385)

Net charge: 0
Energy (a.u.): -1390.60106
HOMO (eV): -9.09
Gap between HOMO and LUMO (eV): 9.62
Strongest force on any atom (eV/Å): 1.04
Relative energy (zero: lowest compared OMol25 entry of this formula, charge and spin) (kcal per mole): 25.6

Atomic charges from the Mulliken analysis, expressed in e, are listed below:
1 S 0.057
2 O -0.546
3 O -0.693
4 N -0.521
5 N -0.568
6 N -0.271
7 N 0.117
8 C -1.470
9 C -0.496
10 C -1.289
11 C -1.157
12 C -0.100
13 C 0.767
14 C -0.352
15 C 0.744
16 C 2.472
17 C 0.086
18 C -1.075
19 C -2.043
20 C -0.399
21 C -0.558
22 C -1.089
23 C 0.446
24 H 0.288
25 H 0.416
26 H 0.413
27 H 0.426
28 H 0.376
29 H 0.392
30 H 0.376
31 H 0.467
32 H 0.401
33 H 0.229
34 H 0.423
35 H 0.508
36 H 0.395
37 H -0.137
38 H 0.254
39 H 0.402
40 H 0.494
41 H 0.356
42 H 0.340
43 H 0.393
44 H 0.412
45 H 0.312

---

This record from the Open Molecules 2025 dataset describes one molecule with the formula C16H22N4O3S2. The level of theory is ωB97M-V/def2-TZVPD.

Element x y z (Å)
S (1.85336, 2.59526, -1.73452)
S (-3.37167, 2.96982, -0.71398)
O (-1.51097, -2.59943, -1.61591)
O (-3.76441, -0.11624, 1.54993)
O (1.33068, -3.02520, -1.23860)
N (-0.52910, 0.19775, 2.03645)
N (-1.67065, 1.56436, 0.65115)
N (-3.95486, 0.02250, -0.69960)
N (-0.77215, 2.75984, -1.17124)
C (-0.95064, -3.05775, -0.39883)
C (-1.75216, 2.38819, -0.37701)
C (4.25393, 1.43021, -0.81460)
C (-3.92827, 0.54575, 0.54651)
C (2.04526, 1.06100, 0.36459)
C (4.73776, 0.25466, 0.03440)
C (-3.50784, -1.31704, -0.98167)
C (0.41312, 2.26313, -0.83474)
C (-2.08287, -1.31333, -1.56671)
C (0.66108, 1.40644, 0.25692)
C (0.48449, -2.54592, -0.22812)
C (-4.25422, 2.03378, 0.58259)
C (-0.49471, 1.04521, 0.99004)
C (4.18248, 0.37976, 1.44969)
C (2.66233, 0.21571, 1.43926)
C (2.78685, 1.60767, -0.63033)
H (0.85010, -2.95375, -2.07383)
H (4.77058, 2.34744, -0.51279)
H (4.39119, -0.68182, -0.40690)
H (0.48260, -1.44454, -0.23014)
H (4.44015, 1.36204, 1.85120)
H (-3.52302, -1.85952, -0.03304)
H (-1.55902, -2.76203, 0.46250)
H (4.62485, -0.37745, 2.09901)
H (2.25683, 0.50280, 2.41331)
H (-1.45123, -0.04596, 2.36580)
H (2.41820, -0.83662, 1.25854)
H (-4.19514, -1.80303, -1.67857)
H (5.82812, 0.23903, 0.05391)
H (0.89322, -2.90028, 0.72147)
H (-2.10530, -0.95802, -2.60105)
H (-4.02170, 0.66258, -1.47880)
H (-1.46193, -0.62568, -0.97811)
H (0.25766, -0.37877, 2.26855)
H (4.47939, 1.26410, -1.87006)
H (-3.98878, 2.43719, 1.55809)
H (-5.31524, 2.19418, 0.39000)
H (-0.93836, -4.14801, -0.47476)

Net charge: 0
Energy (a.u.): -1864.07160
HOMO (eV): -7.96
Gap between HOMO and LUMO (eV): 8.60
Structure (SMILES): Nc1nc(SCC(=O)NCCOCCO)nc2sc3c(c12)CCCC3
Strongest force on any atom (eV/Å): 0.72
Relative energy (zero: lowest compared OMol25 entry of this formula, charge and spin) (kcal per mole): 0.0

Atomic charges from the Mulliken analysis, expressed in e, are listed below:
1 S -0.375
2 S -0.210
3 O -0.414
4 O -0.692
5 O -0.595
6 N -0.264
7 N -0.307
8 N -0.083
9 N -0.690
10 C -0.622
11 C 0.301
12 C -0.623
13 C 0.606
14 C 0.214
15 C -0.724
16 C -0.764
17 C -0.184
18 C 0.115
19 C 0.107
20 C 0.113
21 C -0.788
22 C 0.149
23 C -1.122
24 C -0.426
25 C 0.834
26 H 0.373
27 H 0.312
28 H 0.307
29 H -0.155
30 H 0.362
31 H 0.335
32 H 0.286
33 H 0.409
34 H 0.550
35 H 0.290
36 H 0.097
37 H 0.232
38 H 0.337
39 H 0.414
40 H 0.326
41 H 0.308
42 H -0.065
43 H 0.185
44 H 0.416
45 H 0.365
46 H 0.417
47 H 0.343

---

This record from the Open Molecules 2025 dataset describes one molecule with the formula C16H22N4O4S2. The level of theory is ωB97M-V/def2-TZVPD.

Element x y z (Å)
S (-2.31580, 0.85930, 0.73911)
S (4.43638, -1.21317, -0.98274)
O (-0.53536, 3.40180, -2.73079)
O (3.99782, -0.36616, -2.06024)
O (5.60563, -0.71948, -0.28409)
O (-3.98690, 4.63201, -1.19451)
N (1.35808, 3.39366, -1.71194)
N (-2.56115, 3.07121, -0.96424)
N (-4.57238, 2.97506, 0.30573)
N (3.09985, -1.47658, 0.09038)
C (-1.32294, -1.57936, 2.46677)
C (4.23321, -3.31304, -2.92473)
C (-3.79111, 3.53112, -0.67945)
C (-0.36980, -1.00430, 1.43899)
C (1.41274, 0.27044, -0.45422)
C (-0.54637, 1.93930, -0.97665)
C (1.87600, -0.83803, 0.27842)
C (0.14074, 2.79171, -1.92426)
C (0.09573, 0.68878, -0.24842)
C (-0.74055, 0.08876, 0.72442)
C (4.97185, -2.84343, -1.64213)
C (1.00251, -1.47027, 1.20803)
C (-5.91429, 3.60819, 0.51433)
C (-1.81825, 2.07356, -0.46893)
C (-2.00286, -2.75629, 1.76554)
C (-0.57294, -2.22151, 3.66078)
H (3.16742, -2.33164, 0.52487)
H (0.05939, -1.46660, 4.22614)
H (3.24785, -3.57566, -2.54588)
H (4.81426, -4.14011, -3.31166)
H (-2.14044, 3.62108, -1.72327)
H (4.95533, -3.64850, -0.90555)
H (-2.34767, -2.37059, 0.75957)
H (-6.31990, 4.01046, -0.40839)
H (1.31459, -2.47391, 1.71929)
H (-6.50941, 2.81022, 0.87659)
H (1.93919, 2.79037, -1.17506)
H (-2.10686, -0.90095, 2.93339)
H (-2.87650, -3.14362, 2.35281)
H (-3.97093, 2.70754, 1.15303)
H (-1.17528, -2.69475, 4.46570)
H (0.13062, -2.92983, 3.34304)
H (5.97774, -2.61849, -1.90756)
H (-5.87595, 4.36270, 1.31300)
H (4.04849, -2.52373, -3.68612)
H (-1.29780, -3.61381, 1.77377)
H (1.71174, 3.88094, -2.47988)
H (2.07427, 0.72563, -1.24302)

Net charge: 0
Energy (a.u.): -1939.20532
HOMO (eV): -8.12
Gap between HOMO and LUMO (eV): 8.36
Structure (SMILES): CCS(=O)(=O)Nc1cc(C(C)C)c2sc(NC(=O)NC)c(C(N)=O)c2c1
Strongest force on any atom (eV/Å): 6.26
Relative energy (zero: lowest compared OMol25 entry of this formula, charge and spin) (kcal per mole): 28.8

Atomic charges from the Mulliken analysis, expressed in e, are listed below:
1 S -0.375
2 S 1.175
3 O -0.732
4 O -0.648
5 O -0.684
6 O -0.678
7 N -0.461
8 N 0.039
9 N -0.202
10 N -0.419
11 C 0.254
12 C -1.045
13 C 0.460
14 C 0.763
15 C -0.520
16 C -0.734
17 C 0.246
18 C 0.757
19 C 0.411
20 C -0.132
21 C -0.641
22 C -0.638
23 C -0.895
24 C 0.399
25 C -1.135
26 C -1.620
27 H 0.288
28 H 0.352
29 H 0.292
30 H 0.366
31 H 0.240
32 H 0.412
33 H 0.325
34 H 0.331
35 H -0.108
36 H 0.332
37 H 0.261
38 H 0.380
39 H 0.368
40 H 0.192
41 H 0.364
42 H 0.381
43 H 0.408
44 H 0.279
45 H 0.304
46 H 0.307
47 H 0.258
48 H 0.718

---

This record from the Open Molecules 2025 dataset describes C16H22N5SeZn as an isolated structure. The level of theory is ωB97M-V/def2-TZVPD.

Element x y z (Å)
Se (1.38227, -1.59716, -2.25794)
Zn (0.13391, -0.26436, -0.77816)
N (-0.70165, 1.48047, -1.97791)
N (0.07484, -1.49843, 1.11322)
N (-1.91676, -0.37598, -0.39232)
N (0.41540, 1.30021, 0.66470)
N (5.37163, -1.10034, 0.25300)
C (-2.74890, 0.44496, -1.03168)
C (-1.28346, -2.03061, 1.25909)
C (4.97489, -2.27274, -0.23866)
C (-2.33513, -1.14793, 0.61179)
C (0.55587, -0.62324, 2.18770)
C (-4.54534, -0.31117, 0.33309)
C (4.60105, -0.05417, -0.03787)
C (3.82138, -2.46205, -0.98792)
C (3.43408, -0.13674, -0.78036)
C (-2.14270, 1.27374, -2.14765)
C (-0.39250, 2.46934, 0.25503)
C (-0.29897, 2.68674, -1.24510)
C (-3.66239, -1.14444, 1.00352)
C (3.00575, -1.37135, -1.26569)
C (0.03377, 0.78778, 1.99786)
C (-4.08944, 0.50290, -0.69301)
H (-1.31188, -3.00215, 0.76085)
H (0.73636, 2.90225, -1.51861)
H (-4.75792, 1.17494, -1.21383)
H (4.93424, 0.90879, 0.33651)
H (2.89362, 0.77369, -1.01848)
H (-1.42395, 2.26421, 0.54758)
H (-1.54604, -2.20237, 2.30757)
H (-0.89533, 3.55910, -1.52996)
H (0.27939, -0.99420, 3.17945)
H (-0.08660, 3.37270, 0.78820)
H (0.72452, -2.25989, 0.96526)
H (0.39725, 1.43981, 2.79562)
H (-2.29397, 0.73431, -3.08526)
H (5.61109, -3.12301, -0.01830)
H (1.64704, -0.62174, 2.13298)
H (-1.05670, 0.80206, 2.04907)
H (-0.23971, 1.44620, -2.87692)
H (-2.68528, 2.22006, -2.23747)
H (1.39867, 1.55901, 0.68518)
H (-3.99454, -1.77178, 1.81947)
H (3.56951, -3.45451, -1.33694)
H (-5.58737, -0.28289, 0.62328)

Net charge: +1
Energy (a.u.): -5077.31759
HOMO (eV): -10.64
Gap between HOMO and LUMO (eV): 7.71
Strongest force on any atom (eV/Å): 0.20
Relative energy (zero: lowest compared OMol25 entry of this formula, charge and spin) (kcal per mole): 1.7

Atomic charges from the Mulliken analysis, expressed in e, are listed below:
1 Se -0.283
2 Zn 1.178
3 N -0.363
4 N -0.270
5 N 0.140
6 N -0.287
7 N -0.565
8 C 0.931
9 C -1.380
10 C -0.348
11 C 0.900
12 C -1.012
13 C -0.381
14 C -0.595
15 C -0.380
16 C -0.126
17 C -1.321
18 C -0.735
19 C -1.009
20 C -0.895
21 C 0.034
22 C -0.682
23 C -0.925
24 H 0.474
25 H 0.511
26 H 0.475
27 H 0.361
28 H 0.609
29 H 0.385
30 H 0.360
31 H 0.386
32 H 0.379
33 H 0.523
34 H 0.356
35 H 0.534
36 H 0.467
37 H 0.362
38 H 0.475
39 H 0.349
40 H 0.345
41 H 0.361
42 H 0.339
43 H 0.474
44 H 0.406
45 H 0.442

---

This record from the Open Molecules 2025 dataset describes C16H23BCaN9O8P2 as an isolated structure. The level of theory is ωB97M-V/def2-TZVPD.

Element x y z (Å)
Ca (0.03152, -0.32204, -0.20634)
P (-0.38104, -0.97132, 2.73678)
P (-1.92375, -2.65820, 0.84901)
O (1.04363, -1.02506, 3.13837)
O (-1.48426, -1.95196, -0.40606)
O (-0.80654, 0.15583, 1.82663)
O (1.87877, -1.67882, -0.03774)
O (-3.16614, -1.83103, 1.49203)
O (-2.22095, -4.09985, 0.84874)
O (-0.74208, -2.34552, 1.94529)
O (-1.32481, -1.01542, 4.02704)
N (-0.63810, 2.57999, -1.95314)
N (1.42982, 1.46430, -2.90244)
N (2.13476, -3.70403, 0.93449)
N (1.48636, 1.66389, 0.23136)
N (1.19613, 4.04714, -2.76139)
N (2.23068, 4.28205, -3.59869)
N (0.93371, 0.24101, -2.56142)
N (-1.18210, 1.65867, -1.12727)
N (1.61956, 2.72891, -0.69260)
C (1.04705, -4.31362, 0.17723)
C (2.46478, -2.42423, 0.77284)
C (-2.83064, 2.75390, -2.18322)
C (2.36837, 1.32594, -3.87042)
C (1.56892, -0.63904, -3.31167)
C (2.48556, -0.00991, -4.16548)
C (-1.62328, 3.24322, -2.61155)
C (2.86466, 3.17232, 1.09201)
C (3.61417, -1.87604, 1.57265)
C (-2.49078, 1.76547, -1.24407)
C (0.65826, 5.22234, -2.33466)
C (2.19420, 1.93992, 1.27346)
C (1.35970, 6.24575, -2.91513)
C (2.43502, 3.60464, -0.21499)
C (2.69478, -4.50446, 2.01544)
C (2.33201, 5.59320, -3.69808)
B (0.85015, 2.67448, -2.21106)
H (3.19947, -1.54202, 2.52598)
H (4.41034, -2.59524, 1.75096)
H (3.77578, -4.60970, 1.92358)
H (-3.12652, 1.11672, -0.66168)
H (2.20142, 1.26164, 2.11799)
H (3.53615, 3.67780, 1.76448)
H (-3.81193, 3.05660, -2.50170)
H (1.34695, -1.68860, -3.20078)
H (-0.17951, 5.23578, -1.65667)
H (1.18911, 7.30208, -2.80533)
H (2.45040, -4.06862, 2.98521)
H (3.13056, -0.46587, -4.89507)
H (2.69995, 4.50058, -0.75670)
H (1.42269, -5.20236, -0.33337)
H (-1.38966, 3.99940, -3.34082)
H (4.01323, -1.02015, 1.03207)
H (-3.85769, -2.46740, 1.70224)
H (3.09081, 6.02314, -4.33157)
H (2.25386, -5.49605, 1.96287)
H (-2.24038, -0.87151, 3.75629)
H (0.66634, -3.60620, -0.55183)
H (0.22958, -4.59559, 0.83922)
H (2.85634, 2.19018, -4.27946)

Net charge: 0
Energy (a.u.): -3103.89639
HOMO (alpha / beta) (eV): -9.17 / -9.17
Multiplicity: 2
Gap between HOMO and LUMO (alpha / beta) (eV): 9.17 / 4.47
Strongest force on any atom (eV/Å): 0.74

Atomic charges from the Mulliken analysis, expressed in e, are listed below:
1 Ca 2.384
2 P 0.366
3 P 0.732
4 O -0.689
5 O -0.795
6 O -0.627
7 O -0.695
8 O -0.498
9 O -0.783
10 O 0.126
11 O -0.577
12 N 0.498
13 N 0.415
14 N 0.300
15 N -0.142
16 N 0.550
17 N -0.988
18 N -0.679
19 N -0.494
20 N 0.338
21 C -1.203
22 C 0.860
23 C -1.202
24 C 0.006
25 C -0.198
26 C -1.191
27 C -0.310
28 C -1.262
29 C -1.380
30 C -0.198
31 C -0.399
32 C -0.295
33 C -0.890
34 C 0.303
35 C -1.167
36 C -0.328
37 B 0.427
38 H 0.213
39 H 0.494
40 H 0.355
41 H 0.504
42 H 0.610
43 H 0.428
44 H 0.435
45 H 0.507
46 H 0.591
47 H 0.451
48 H 0.346
49 H 0.429
50 H 0.386
51 H 0.411
52 H 0.578
53 H 0.277
54 H 0.295
55 H 0.455
56 H 0.415
57 H 0.351
58 H 0.231
59 H 0.452
60 H 0.470